The following is a quantum chemistry calculation of C14H48AsCsF6N2O10 as an isolated structure at a distorted geometry, from the OMol25 dataset.

XYZ file:
```
82
C14H48AsCsF6N2O10 (ωB97M-V with the def2-TZVPD basis set)
Cs 19.6821 -7.6312 16.9152
As 18.9372 -12.2824 16.5997
F 19.3010 -12.4391 14.8944
F 18.5616 -13.9880 16.7307
F 18.6234 -12.0701 18.2891
F 19.3512 -10.5540 16.5453
F 17.2573 -11.9586 16.2244
F 20.6082 -12.7387 16.9502
C 21.8142 -15.3680 18.1768
O 21.8617 -15.0548 16.7892
H 21.8465 -16.4303 18.4139
H 22.6207 -14.8417 18.6959
H 20.8551 -15.0253 18.5803
H 21.4052 -14.2002 16.7200
C 16.3888 -8.7655 18.5038
O 16.8806 -7.4497 18.3001
H 15.4384 -8.8939 17.9887
H 17.1194 -9.5111 18.1981
H 16.3124 -8.8434 19.5943
H 16.1276 -6.8554 18.3136
C 18.8887 -17.1841 16.4929
O 17.8589 -16.6222 17.2828
H 19.8369 -17.2875 17.0241
H 18.5344 -18.1668 16.1715
H 19.0587 -16.6344 15.5638
H 17.7959 -15.6766 17.1129
C 13.8164 -11.9154 17.4513
O 14.5591 -11.0329 16.6201
H 13.1839 -12.5999 16.8821
H 14.5228 -12.4392 18.0987
H 13.1280 -11.3909 18.1153
H 15.3244 -11.5153 16.2954
C 21.5020 -10.2223 14.1751
O 21.7323 -9.4624 15.3669
H 22.4446 -10.2045 13.6216
H 21.2347 -11.2621 14.3380
H 20.7729 -9.7669 13.5069
H 22.6436 -9.6176 15.6241
C 23.0684 -11.2315 18.6893
O 23.7013 -11.4630 19.9406
H 22.7390 -12.1330 18.1734
H 22.1524 -10.6797 18.9040
H 23.7101 -10.6061 18.0627
H 24.4037 -12.1097 19.8282
C 23.6048 -12.6943 15.2594
O 24.9408 -12.2651 15.4810
H 23.3129 -12.5767 14.2113
H 23.4247 -13.7330 15.5298
H 22.8562 -12.1250 15.8274
H 24.9581 -11.3071 15.4287
C 20.0848 -14.9067 12.6112
O 20.5167 -15.6968 11.7718
N 20.7540 -13.8028 13.0576
N 18.8739 -15.1046 13.1963
H 20.4209 -13.2616 13.8504
H 21.6339 -13.6028 12.6204
H 18.6089 -14.3720 13.8273
H 18.1841 -15.7603 12.8943
C 16.1288 -11.0058 12.2651
C 17.1324 -12.0474 11.7554
C 16.4753 -13.3372 11.2822
O 17.7659 -11.4989 10.6097
H 15.6704 -10.4599 11.4391
H 16.7602 -10.2296 12.7092
H 15.3617 -11.4067 12.9239
H 17.8929 -12.2628 12.5109
H 16.1590 -13.9642 12.1223
H 17.1794 -13.8896 10.6617
H 15.5420 -13.2287 10.7248
H 18.7055 -11.3646 10.7408
C 17.0386 -16.0846 22.3298
C 17.1124 -16.0985 20.8223
C 17.0469 -14.6846 20.2231
O 18.2868 -16.7367 20.3531
H 17.1190 -17.1043 22.7071
H 16.0479 -15.6930 22.5666
H 17.8039 -15.4676 22.7993
H 16.2631 -16.6536 20.4029
H 17.4054 -14.6387 19.1970
H 17.6741 -14.0097 20.8105
H 16.0136 -14.3299 20.2670
H 18.2829 -16.8379 19.3947
```

## Properties
**E_LUMO**: -1.182 eV
**Molecular weight**: 726.36 g mol⁻¹
**Total charge**: 0
**Gap between HOMO and LUMO**: 8.0 eV

The following is a quantum chemistry calculation of a 11-piece molecular cluster, C14H48IN16O10 overall at a distorted geometry, from the OMol25 dataset.

XYZ file:
```
89
C14H48IN16O10 (ωB97M-V with the def2-TZVPD basis set)
I -0.5381 -0.6352 -26.9591
C 3.4277 -4.2639 -28.5344
C 1.9665 -4.7781 -28.7102
C 1.0984 -5.0867 -27.4332
O 1.2734 -3.8922 -29.3830
H 4.1107 -5.1106 -28.4659
H 3.5807 -3.5805 -27.6991
H 3.7207 -3.7329 -29.4401
H 1.9201 -5.6664 -29.3403
H 1.4862 -4.5026 -26.5986
H 1.1932 -6.1219 -27.1054
H 0.0297 -4.8732 -27.4532
H 1.1958 -3.1905 -28.7326
C 4.8503 -2.3921 -24.9619
C 3.6420 -1.5078 -25.4305
C 3.3688 -0.3649 -24.4755
O 3.6808 -1.0869 -26.7354
H 5.7450 -1.7699 -24.9867
H 4.8775 -3.3396 -25.5000
H 4.8101 -2.7082 -23.9196
H 2.8032 -2.1790 -25.2457
H 2.4345 0.1802 -24.6102
H 4.3244 0.1358 -24.3204
H 3.1315 -0.8691 -23.5387
H 2.9458 -0.4896 -26.8921
C 3.4952 0.0228 -30.0733
O 2.9712 0.8140 -29.3068
N 3.9238 0.2227 -31.3356
N 3.9703 -1.1177 -29.6837
H 3.5300 1.0274 -31.8020
H 4.2586 -0.6194 -31.7816
H 4.6397 -1.5531 -30.3021
H 3.9595 -1.3147 -28.6932
C -5.1812 -2.9900 -26.3136
O -4.5681 -3.9971 -26.4110
N -4.7412 -1.8253 -26.2964
N -6.4960 -2.8787 -26.3493
H -5.2984 -0.9842 -26.2508
H -3.7470 -1.6643 -26.3724
H -7.0432 -3.7267 -26.3890
H -6.8117 -1.9215 -26.2841
C -1.3356 2.4721 -23.4306
O -0.4648 3.1165 -24.0155
N -1.6738 1.2544 -23.6353
N -2.1418 3.0374 -22.5981
H -1.1996 0.8278 -24.4185
H -2.5464 0.8335 -23.3497
H -2.8195 2.4233 -22.1695
H -2.1096 3.9555 -22.1784
C -0.9483 -3.8903 -23.6628
O -0.9453 -4.5940 -22.6635
N -0.7454 -4.3093 -24.8741
N -1.1422 -2.5703 -23.6556
H -0.5399 -3.6550 -25.6155
H -0.1604 -5.1311 -24.9252
H -1.4376 -2.2958 -22.7295
H -1.0623 -1.8698 -24.3788
C 3.1799 2.7834 -26.0373
O 3.4192 3.7362 -25.4164
N 3.9624 1.9601 -26.6828
N 2.0099 2.2786 -25.8807
H 3.7559 1.0923 -27.1565
H 4.9252 2.2649 -26.6995
H 1.4778 2.7984 -25.1974
H 1.6073 1.6098 -26.5215
C -2.2889 -5.0015 -30.7820
O -1.9067 -4.1564 -31.5589
N -2.6737 -4.6971 -29.5855
N -2.4307 -6.2250 -31.0344
H -2.6219 -3.7564 -29.2214
H -3.0964 -5.4899 -29.1240
H -2.1687 -6.5506 -31.9538
H -2.8757 -6.8291 -30.3583
C -4.1567 -0.8792 -30.8217
O -4.8816 -0.1967 -30.1115
N -4.7067 -1.4686 -31.8530
N -2.8766 -1.1245 -30.5805
H -4.0594 -1.8509 -32.5275
H -5.6987 -1.6379 -31.9394
H -2.4005 -1.6692 -31.2853
H -2.4024 -0.4921 -29.9518
C -0.2997 2.1817 -30.5048
O -0.7186 2.5579 -31.5247
N 0.9824 2.1991 -30.2951
N -0.9846 1.8195 -29.5347
H 1.3475 1.6524 -29.5284
H 1.7353 2.3470 -30.9519
H -0.6500 1.5048 -28.6352
H -1.9665 2.0156 -29.6668
```

## Properties
**E_LUMO**: 2.197 eV
**Molecular weight**: 727.54 g mol⁻¹
**Total charge**: -1
**Gap between HOMO and LUMO**: 8.1 eV

Q: Which of these has the lowest E_LUMO?
A: C14H48AsCsF6N2O10

Q: The lowest gap between HOMO and LUMO belongs to which entry?
A: C14H48AsCsF6N2O10

Q: What is the formula in the second record?
A: C14H48IN16O10

Q: The lowest molecular weight belongs to which entry?
A: C14H48AsCsF6N2O10